# 1
# C14H24BBrFO10P2

2 unconnected molecules or ions with the total composition C14H24BBrFO10P2 in a non-equilibrium geometry (the ωB97M-V functional and the def2-TZVPD basis, OMol25).

Results
- E_HOMO: -4.48 eV
- Charge: -1
- Kohn-Sham gap: 6.626 eV
- E_LUMO: 0.079 hartree
- Energy above the lowest of the compared OMol25 structures with the same formula, charge and spin: 17.8 kcal/mol

XYZ file:
```
53
Properties=species:S:1:pos:R:3:nbo_charge:R:1
H 1.49 -1.87 1.14 0.21
O 4.09 -0.08 -1.33 -0.53
C -0.47 0.50 0.08 -0.70
H 2.60 0.77 1.31 0.20
O 0.75 -4.56 -0.96 -0.48
H -0.73 1.57 1.96 0.20
C -0.53 -4.57 -0.50 0.96
H 0.32 0.11 -0.55 0.19
C 0.07 1.18 1.34 -0.39
H -4.65 4.45 1.17 0.47
Br -5.88 0.91 1.64 -0.31
H 2.08 0.50 -1.32 0.20
C -3.37 2.40 0.12 -0.42
C -2.14 3.36 0.06 -0.09
C 0.05 -6.72 -0.71 0.45
F 0.21 -7.79 0.11 -0.33
H 3.14 2.36 1.74 0.20
H -4.11 5.05 -1.28 0.47
H 1.04 2.98 1.90 0.19
H -0.30 -7.07 -1.68 0.15
H -1.34 0.91 -2.02 -0.14
C 1.09 2.29 1.06 -0.41
C 4.08 -0.86 -0.22 0.77
H 2.77 2.93 -0.79 0.21
H 3.56 -2.95 -0.64 0.21
O -1.33 2.83 -0.94 -0.71
H 1.05 -2.13 -0.62 0.22
O -2.88 0.47 1.99 -0.98
H -1.04 -0.37 0.41 0.20
O -5.42 4.14 0.68 -0.99
H 3.15 1.36 -2.37 0.19
H 1.85 -5.89 0.17 0.20
O -1.23 -3.63 -0.42 -0.52
H 1.96 -6.13 -1.59 0.20
B -1.50 1.37 -0.88 0.63
C 1.29 -5.86 -0.77 -0.13
P -3.79 1.79 1.86 1.02
C 1.83 -1.98 0.12 -0.34
H 0.58 0.42 1.94 0.17
O -0.90 -5.85 -0.15 -0.50
H -2.35 4.40 -0.22 0.15
H -3.11 -0.15 1.28 0.51
O 4.83 -0.63 0.72 -0.56
P -4.94 3.16 -0.57 1.33
O -2.99 1.25 -0.58 -0.73
O -4.44 4.25 -1.72 -0.98
H 0.85 2.86 0.17 0.22
C 3.07 0.94 -1.37 -0.07
C 3.24 2.05 -0.36 -0.44
C 2.57 1.81 1.00 -0.40
C 3.14 -2.02 -0.28 -0.34
H -1.61 3.43 1.02 0.15
H 4.28 2.31 -0.21 0.21
```

***

# 2
# C42H37ClN7OSr

A molecular structure, C42H37ClN7OSr in a non-equilibrium geometry (the ωB97M-V functional and the def2-TZVPD basis, OMol25).

Results
- E_HOMO (alpha / beta): -1.77 / -1.75 eV
- Charge: -1
- Kohn-Sham gap (alpha / beta): 4.161 / 4.139 eV
- E_LUMO (alpha / beta): 0.088 / 0.088 hartree

XYZ file:
```
89
Properties=species:S:1:pos:R:3:nbo_charge:R:1
H 5.44 -0.64 1.14 0.22
C 2.04 -1.90 -2.50 -0.11
H 1.29 3.42 3.92 0.19
H -6.14 -1.57 -0.86 0.21
C 0.67 1.45 -4.21 -0.32
H -4.23 -5.93 -1.54 0.19
C -4.96 -3.34 -1.17 -0.18
C -1.33 2.85 -0.25 0.26
H 2.66 -2.50 2.91 0.22
C 2.77 -0.41 1.30 -0.11
C -2.41 5.05 -0.09 -0.19
H 4.53 1.35 2.41 0.21
N -0.51 2.21 -2.51 -0.17
C -1.60 4.32 -2.19 -0.20
H 0.78 3.57 -3.52 0.22
H 2.13 -1.12 3.88 0.21
C 3.15 -2.27 -3.34 -0.28
H 1.41 2.31 6.07 0.21
C 0.47 1.48 4.32 -0.10
C -0.11 0.44 -3.64 -0.03
C -2.59 -2.90 -1.48 0.22
C -2.00 3.87 0.48 -0.29
H 3.70 -1.88 4.21 0.19
C 4.18 -1.42 -3.60 -0.01
C -1.05 -4.75 -1.88 -0.36
H 1.85 0.63 5.74 0.21
C -0.79 0.55 2.47 0.02
C -0.55 1.66 1.64 0.27
C -2.68 6.60 -2.07 -0.62
H 0.26 1.01 6.41 0.21
H 5.09 0.54 -3.30 0.21
C 1.03 1.35 5.71 -0.62
C -0.29 0.47 3.77 -0.18
N -1.01 -1.64 1.48 -0.35
C 0.70 2.60 3.52 -0.13
O 1.36 -0.24 -0.77 -0.58
C -3.41 -5.22 -1.59 -0.37
C 4.95 -1.31 1.86 -0.59
H 1.02 -3.67 -2.96 0.16
H -3.51 -0.02 2.73 0.23
Sr -0.86 -0.54 -0.65 1.77
H -0.52 -0.43 4.34 0.21
C 4.28 -0.13 -3.05 -0.41
H -0.05 -5.13 -2.02 0.21
N -0.82 0.91 -2.61 -0.36
C 2.23 -0.62 -1.87 0.20
C -2.89 -0.78 2.29 -0.02
H -3.70 6.50 -2.46 0.21
H -2.67 7.41 -1.34 0.21
C 3.00 -1.60 3.42 -0.59
C 0.21 2.69 2.23 -0.30
Cl 5.47 -1.95 -4.66 -0.06
C -1.96 -2.56 1.40 -0.04
H -2.03 6.88 -2.91 0.21
H 1.37 1.37 -5.02 0.23
H -2.19 3.69 1.53 0.21
C -3.18 -2.07 1.90 -0.33
N -2.82 -1.58 -1.31 -0.58
N -0.26 -2.43 -1.81 -0.70
N -1.59 -0.55 2.01 -0.20
C -2.21 5.31 -1.44 -0.09
H -5.79 -4.03 -1.09 0.20
H 3.16 -3.27 -3.77 0.21
N -0.95 1.67 0.33 -0.82
H -4.17 -0.06 -1.00 0.19
H 4.69 -2.23 1.33 0.22
H -4.13 -2.57 1.94 0.24
H -0.19 -0.60 -3.91 0.24
H 4.73 0.48 3.95 0.19
C 3.29 0.21 -2.13 -0.21
H 3.36 1.15 -1.59 0.21
C 3.68 -0.65 2.43 -0.12
C -5.16 -1.98 -1.03 -0.28
C -1.16 3.12 -1.63 0.05
C 4.05 0.67 3.12 -0.59
H 5.65 -1.55 2.66 0.19
H 0.44 3.57 1.64 0.22
H -2.91 5.80 0.53 0.20
H -1.74 -3.53 0.98 0.24
C 0.94 -2.73 -2.41 -0.20
C -3.67 -3.85 -1.42 -0.08
C -4.06 -1.14 -1.11 0.00
H -1.90 -6.70 -1.90 0.20
H -1.47 4.46 -3.25 0.21
C 2.03 -0.34 0.36 0.30
C -2.10 -5.64 -1.80 -0.16
C 0.39 2.57 -3.46 -0.03
H 3.15 1.16 3.51 0.22
C -1.24 -3.35 -1.74 0.12
```

***

# 3
# C5H7I

C5H7I in the gas phase (the ωB97M-V functional and the def2-TZVPD basis, OMol25).

Results
- E_HOMO: -9.34 eV
- Charge: 0
- Kohn-Sham gap: 9.944 eV
- Structure (SMILES): I[C@@H]1C[C@H]2C[C@H]21
- E_LUMO: 0.022 hartree
- Energy above the lowest of the compared OMol25 structures with the same formula, charge and spin: 0.0 kcal/mol

XYZ file:
```
13
Properties=species:S:1:pos:R:3:nbo_charge:R:1
H -1.03 0.40 1.77 0.22
H -0.32 1.80 -0.75 0.21
C 1.01 0.02 -0.57 -0.27
C 0.21 1.21 -0.01 -0.42
C -1.27 -0.75 -0.18 -0.42
H -1.50 -0.44 -1.19 0.20
C 0.15 -0.93 0.24 -0.26
H 0.51 -1.83 0.72 0.23
H -1.99 -1.45 0.23 0.23
H 1.00 -0.12 -1.65 0.22
C -0.65 0.22 0.77 -0.22
I 3.10 0.00 -0.01 0.05
H 0.79 1.87 0.63 0.23
```

***

# 4
# C2H2ErF2LiO

A molecular structure, C2H2ErF2LiO in a non-equilibrium geometry (the ωB97M-V functional and the def2-TZVPD basis, OMol25).

Results
- E_HOMO (alpha / beta): -17.07 / -16.73 eV
- Charge: +2
- Kohn-Sham gap (alpha / beta): 7.598 / 7.323 eV
- E_LUMO (alpha / beta): -0.348 / -0.346 hartree
- Spin multiplicity: 4
- <S²>: 3.76

XYZ file:
```
9
Properties=species:S:1:pos:R:3:lowdin_spin:R:1
F -2.03 0.05 0.17 0.02
O 1.45 -0.63 0.08 0.27
F -0.38 1.87 -0.13 0.06
H 0.01 -0.42 -1.50 0.03
C -0.67 0.46 0.31 0.06
H -0.51 0.59 1.38 0.00
C 0.14 -0.51 -0.41 0.50
Er 3.31 0.59 0.08 2.03
Li -1.31 -2.00 0.02 0.03
```